[1]
A structure of composition C3H2CrFO. Source: the OMol25 dataset; level of theory: the ωB97M-V functional and the def2-TZVPD basis.

Geometry as XYZ:
```
8
Properties=species:S:1:pos:R:3
H 0.56 1.88 0.76
O 0.70 0.04 -0.60
C 0.39 0.84 1.07
C -0.84 0.18 0.86
C -0.53 -0.48 -0.37
F 1.16 0.55 2.16
H -1.56 -0.17 1.60
Cr -0.70 -1.00 -2.48
```

Calculated values
Electronic energy, eV: -36321.238
Multiplicity: 4
⟨S²⟩: 3.829
Total charge: 0
Gap between HOMO and LUMO (alpha / beta), eV: 6.5 / 5.2
Strongest force on any atom, eV/Å: 3.7
E_HOMO (alpha / beta), eV: -7.6 / -6.3

Mulliken charges in e: 0.23 -0.44 0.43 -0.62 -0.11 -0.21 0.28 0.45


[2]
A cluster of 11 separate species, C36H72NO11 in total. Source: the OMol25 dataset; level of theory: the ωB97M-V functional and the def2-TZVPD basis.

Geometry as XYZ:
```
120
Properties=species:S:1:pos:R:3
C 1.96 -0.64 0.11
C 1.43 0.76 0.41
O 1.62 1.09 1.77
C -0.03 0.95 -0.05
C -1.04 1.24 1.07
C -2.45 1.17 0.45
C -3.27 0.01 0.94
N -4.40 -0.29 0.47
H 1.17 -1.37 0.07
H 2.61 -0.90 0.94
H 2.53 -0.65 -0.80
H 2.03 1.45 -0.19
H 2.58 1.01 1.91
H -0.10 1.77 -0.75
H -0.33 0.03 -0.58
H -0.98 0.45 1.82
H -3.00 2.09 0.56
H -2.36 1.00 -0.63
H -2.86 -0.59 1.74
H -4.63 0.38 -0.27
C 2.02 -3.90 -4.08
C 2.28 -3.72 -2.60
O 2.33 -2.62 -2.09
C 2.48 -4.96 -1.77
H 1.90 -2.93 -4.55
H 2.86 -4.42 -4.54
H 1.11 -4.48 -4.23
H 3.34 -5.52 -2.14
H 1.59 -5.59 -1.83
H 2.65 -4.68 -0.74
C 0.73 4.58 1.95
C 0.05 5.45 2.96
O -0.16 6.63 2.78
C -0.37 4.77 4.24
H 0.98 5.17 1.07
H 1.64 4.16 2.37
H 0.07 3.75 1.66
H 0.50 4.35 4.75
H -1.07 3.96 4.01
H -0.86 5.49 4.90
C 6.58 -4.56 2.63
C 5.66 -4.32 1.47
O 5.95 -4.67 0.34
C 4.35 -3.63 1.77
H 7.48 -5.07 2.28
H 6.86 -3.61 3.09
H 6.09 -5.19 3.37
H 4.54 -2.64 2.19
H 3.77 -4.22 2.47
H 3.78 -3.51 0.85
C 7.87 -9.18 3.64
C 7.24 -8.25 4.64
O 7.09 -7.07 4.40
C 6.80 -8.85 5.95
H 8.14 -8.63 2.74
H 8.77 -9.64 4.06
H 7.16 -9.97 3.37
H 7.65 -9.28 6.47
H 6.05 -9.62 5.78
H 6.36 -8.07 6.58
C -7.32 0.97 2.14
C -8.65 0.29 1.95
O -9.50 0.30 2.81
C -8.85 -0.41 0.63
H -7.29 1.44 3.12
H -6.51 0.25 2.06
H -7.18 1.74 1.37
H -8.09 -1.19 0.50
H -8.77 0.30 -0.19
H -9.84 -0.87 0.61
C 6.83 -0.30 2.90
C 5.89 0.32 1.89
O 4.74 0.57 2.16
C 6.46 0.62 0.52
H 6.29 -0.46 3.84
H 7.20 -1.25 2.53
H 7.67 0.37 3.09
H 6.81 -0.31 0.06
H 7.29 1.32 0.61
H 5.68 1.05 -0.10
C 2.38 0.16 -3.80
C 1.43 0.42 -4.94
O 1.70 0.10 -6.08
C 0.13 1.10 -4.59
H 3.27 -0.33 -4.17
H 2.66 1.10 -3.32
H 1.90 -0.49 -3.06
H 0.32 2.07 -4.15
H -0.43 0.49 -3.88
H -0.46 1.23 -5.50
C -3.69 3.51 3.34
C -4.75 3.88 2.34
O -4.64 3.56 1.18
C -5.94 4.67 2.84
H -2.89 2.95 2.85
H -3.26 4.41 3.79
H -4.12 2.89 4.13
H -5.61 5.62 3.26
H -6.47 4.10 3.61
H -6.62 4.86 2.01
C -10.02 -0.25 -4.64
C -9.42 0.64 -3.58
O -9.22 0.25 -2.46
C -9.08 2.06 -4.00
H -10.21 -1.24 -4.21
H -10.96 0.17 -5.00
H -9.33 -0.36 -5.48
H -9.99 2.57 -4.33
H -8.35 2.04 -4.81
H -8.66 2.59 -3.15
C 1.11 6.23 -4.65
C 0.25 5.13 -5.24
O -0.18 4.23 -4.57
C -0.05 5.22 -6.72
H 1.25 6.04 -3.59
H 2.09 6.24 -5.14
H 0.63 7.19 -4.79
H 0.88 5.19 -7.29
H -0.58 6.15 -6.94
H -0.67 4.38 -7.02
```

Calculated values
Electronic energy, eV: -62509.507
Multiplicity: 1
Total charge: -1
Gap between HOMO and LUMO, eV: 2.9
Strongest force on any atom, eV/Å: 1.5
E_HOMO, eV: -1.2

Here are the Mulliken charges for atoms 1 to 8, given in e: -0.86 0.45 -0.55 -0.74 -0.43 -0.93 0.14 -0.76


[3]
An isolated molecule of C3H5NO2S2. Source: the OMol25 dataset; level of theory: the ωB97M-V functional and the def2-TZVPD basis.

Geometry as XYZ:
```
13
Properties=species:S:1:pos:R:3
C -1.39 -0.43 0.00
C 1.26 -0.98 0.46
C 1.85 0.09 -0.56
H -2.63 1.35 -0.36
H -0.07 1.38 -0.08
H 1.89 -1.87 0.72
H 1.19 -0.55 1.44
H 2.58 -0.39 -1.13
N -0.99 0.82 0.18
O -1.95 1.74 0.33
O 1.56 1.27 -0.52
S -3.04 -0.68 -0.39
S -0.23 -1.75 -0.09
```

Calculated values
Electronic energy, eV: -30444.565
Multiplicity: 1
Total charge: 0
Gap between HOMO and LUMO, eV: 8.3
SMILES: O=CCSC(=S)NO
Strongest force on any atom, eV/Å: 3.8
E_HOMO, eV: -8.7

Here are the Mulliken charges for atoms 1 to 8, given in e: 0.36 -0.71 0.16 0.29 0.29 0.35 0.36 0.39


[4]
A structure of composition C23H28F6N5O5PbS3. Source: the OMol25 dataset; level of theory: the ωB97M-V functional and the def2-TZVPD basis.

Geometry as XYZ:
```
71
Properties=species:S:1:pos:R:3
Pb 0.06 1.00 -0.96
N -4.12 -0.33 -1.06
C -2.92 0.22 -1.22
O -2.13 0.29 -0.28
C -2.56 0.71 -2.62
C -1.40 1.66 -2.62
H -4.36 -0.74 -0.17
H -4.77 -0.41 -1.82
H -3.45 1.19 -3.04
H -2.35 -0.17 -3.23
H -1.66 2.67 -2.33
H -0.78 1.63 -3.52
F 1.26 -4.12 0.40
C 1.07 -3.16 1.30
F 0.95 -3.71 2.50
F 2.11 -2.33 1.29
S -0.47 -2.23 0.88
O -0.12 -1.41 -0.27
O -1.46 -3.24 0.67
N -0.77 -1.39 2.17
S -0.26 0.04 2.51
O -1.29 0.92 2.96
O 0.69 0.60 1.53
C 0.80 -0.28 3.99
F 1.46 0.84 4.31
F 1.69 -1.23 3.73
F 0.04 -0.65 5.01
N 1.13 -0.16 -2.56
C 1.95 -1.13 -2.59
C 1.69 -2.10 -3.69
C 0.43 -2.69 -3.77
C 0.17 -3.61 -4.77
C 1.15 -3.92 -5.70
C 2.40 -3.32 -5.63
C 2.68 -2.42 -4.62
C 3.12 -1.31 -1.70
C 3.68 -0.22 -1.04
C 4.78 -0.40 -0.22
C 5.33 -1.67 -0.07
C 4.78 -2.75 -0.73
C 3.68 -2.58 -1.56
H -0.31 -2.46 -3.02
H -0.80 -4.10 -4.82
H 0.94 -4.64 -6.49
H 3.16 -3.56 -6.36
H 3.66 -1.96 -4.54
H 3.26 0.77 -1.19
H 5.22 0.45 0.28
H 6.19 -1.80 0.57
H 5.21 -3.74 -0.61
H 3.25 -3.42 -2.07
C -2.92 3.48 1.87
N -1.66 4.00 2.39
C -1.83 5.10 3.33
C -0.50 3.79 1.74
S -0.54 3.50 0.04
N 0.65 3.90 2.40
C 1.93 3.94 1.72
C 0.73 3.79 3.86
H -3.60 3.36 2.71
H -2.75 2.50 1.41
H -3.36 4.16 1.14
H -2.57 5.80 2.92
H -0.90 5.65 3.47
H -2.19 4.75 4.30
H 1.84 4.45 0.77
H 2.30 2.92 1.55
H 2.64 4.47 2.35
H -0.17 3.34 4.25
H 0.90 4.77 4.32
H 1.58 3.15 4.10
```

Calculated values
Electronic energy, eV: -96043.972
Multiplicity: 1
Total charge: +1
Gap between HOMO and LUMO (alpha / beta), eV: 6.1 / 6.1
Strongest force on any atom, eV/Å: 0.7
E_HOMO (alpha / beta), eV: -11.3 / -11.3

Here are the Mulliken charges for atoms 1 to 8, given in e: 1.43 -0.40 0.74 -0.39 -0.80 -1.25 0.27 0.20


Q: The lowest total charge belongs to which entry?
A: C36H72NO11